Record 1
# C42H95N9O7

7 unconnected molecules or ions with the total composition C42H95N9O7 in a non-equilibrium geometry (ωB97M-V/def2-TZVPD, the Open Molecules 2025 dataset).

The geometry in XYZ format:
```
153
Properties=species:S:1:pos:R:3:lowdin_charge:R:1
C 4.608 -1.568 1.123 -0.059
C 5.182 -2.457 2.163 -0.458
C 3.957 -3.345 2.707 -0.029
C 6.100 -3.513 1.449 -0.125
C 6.799 -4.523 2.419 -0.158
C 7.564 -3.635 3.480 -0.131
C 6.766 -2.499 4.178 -0.481
C 6.129 -3.243 5.345 -0.050
C 7.832 -1.523 4.725 -0.037
N 5.861 -1.714 3.287 -0.102
O 5.027 -0.868 3.980 -0.007
H 3.908 -0.841 1.535 0.086
H 5.426 -1.046 0.627 0.087
H 4.214 -2.122 0.271 0.059
H 3.207 -3.578 1.952 0.071
H 4.287 -4.270 3.180 0.052
H 3.327 -2.928 3.493 0.073
H 5.547 -4.101 0.716 0.110
H 6.783 -2.871 0.894 0.113
H 6.183 -5.358 2.753 0.098
H 7.584 -5.114 1.949 0.097
H 8.526 -3.376 3.036 0.110
H 7.786 -4.431 4.191 0.104
H 5.420 -4.004 5.019 0.071
H 5.489 -2.552 5.894 0.085
H 6.826 -3.777 5.992 0.087
H 8.259 -1.891 5.658 0.080
H 7.327 -0.613 5.048 0.074
H 8.604 -1.247 4.007 0.080
H 4.983 -0.049 3.482 0.106
C 1.036 3.451 4.437 -0.033
C 0.097 3.473 3.215 -0.485
C -0.603 2.092 3.101 -0.034
C -1.082 4.455 3.492 -0.139
C -0.804 5.955 3.173 -0.161
C -0.119 6.074 1.786 -0.133
C 1.132 5.168 1.522 -0.439
C 1.320 5.187 -0.032 -0.039
C 2.427 5.675 2.257 -0.026
N 0.804 3.778 1.983 -0.144
O 1.719 2.849 1.600 -0.022
H 0.470 3.096 5.299 0.080
H 1.777 2.658 4.330 0.073
H 1.711 4.291 4.602 0.069
H -1.395 1.992 2.359 0.063
H 0.141 1.347 2.815 0.068
H -0.952 1.636 4.027 0.086
H -1.934 4.152 2.883 0.105
H -1.361 4.384 4.543 0.113
H -1.807 6.376 3.245 0.105
H -0.151 6.252 3.993 0.101
H 0.123 7.134 1.707 0.108
H -0.846 5.973 0.980 0.109
H 0.579 4.513 -0.459 0.068
H 2.339 4.857 -0.235 0.076
H 1.122 6.151 -0.501 0.075
H 2.825 6.489 1.651 0.072
H 3.199 4.909 2.177 0.076
H 2.295 6.006 3.288 0.066
H 1.302 2.353 0.891 0.059
C 2.465 0.874 -4.861 -0.051
C 3.220 -0.427 -4.690 -0.518
C 3.854 -0.761 -6.055 -0.018
C 4.281 -0.090 -3.587 -0.135
C 5.038 -1.275 -2.997 -0.156
C 3.928 -2.253 -2.427 -0.125
C 2.835 -2.709 -3.490 -0.458
C 3.537 -3.786 -4.378 -0.024
C 1.745 -3.354 -2.645 -0.036
N 2.364 -1.451 -4.142 -0.096
O 1.264 -1.654 -4.984 -0.005
H 1.891 0.902 -5.788 0.085
H 1.766 1.160 -4.074 0.068
H 3.167 1.707 -4.824 0.086
H 3.070 -1.099 -6.733 0.088
H 4.431 -0.027 -6.616 0.086
H 4.604 -1.506 -5.790 0.059
H 5.009 0.573 -4.056 0.118
H 3.899 0.365 -2.673 0.120
H 5.754 -1.679 -3.711 0.101
H 5.779 -1.091 -2.220 0.098
H 3.313 -1.826 -1.636 0.078
H 4.348 -3.107 -1.895 0.103
H 2.760 -4.241 -4.992 0.074
H 3.994 -4.646 -3.889 0.084
H 4.196 -3.386 -5.148 0.060
H 1.229 -2.579 -2.079 0.048
H 2.168 -4.081 -1.952 0.094
H 1.004 -3.862 -3.262 0.086
H 0.567 -1.176 -4.528 0.078
C -6.690 -2.191 -1.583 -0.016
C -6.475 -1.827 -0.041 -0.398
C -5.000 -2.223 0.389 -0.029
C -6.684 -0.267 0.275 -0.134
C -8.119 0.290 0.324 -0.196
C -8.974 -0.507 1.257 -0.168
C -8.945 -2.021 0.972 -0.438
C -9.607 -2.636 2.225 -0.055
C -9.783 -2.390 -0.306 -0.026
N -7.469 -2.477 0.912 -0.147
O -7.341 -3.813 0.921 -0.023
H -7.723 -2.059 -1.907 0.044
H -6.026 -1.638 -2.248 0.066
H -6.636 -3.270 -1.730 0.075
H -4.853 -3.267 0.112 0.067
H -4.308 -1.696 -0.268 0.063
H -4.850 -2.167 1.468 0.087
H -6.177 -0.042 1.214 0.105
H -6.279 0.268 -0.585 0.101
H -8.003 1.334 0.615 0.108
H -8.514 0.214 -0.689 0.108
H -10.014 -0.200 1.144 0.121
H -8.601 -0.262 2.251 0.122
H -9.035 -2.412 3.125 0.081
H -9.701 -3.722 2.249 0.078
H -10.584 -2.214 2.461 0.083
H -9.563 -1.903 -1.256 0.061
H -10.825 -2.315 0.006 0.076
H -9.752 -3.465 -0.485 0.080
H -6.709 -3.931 1.633 0.107
C -2.842 -0.077 -3.692 -0.051
O -1.807 0.335 -2.793 -0.307
C -1.009 -0.546 -2.000 -0.125
C 0.067 0.244 -1.165 -0.386
C 0.755 -0.568 -0.054 -0.031
N -0.395 1.497 -0.624 0.077
H -2.396 -0.604 -4.535 0.089
H -3.530 0.681 -4.068 0.097
H -3.414 -0.791 -3.100 0.081
H -1.771 -1.056 -1.411 0.126
H -0.502 -1.249 -2.661 0.101
H 0.837 0.543 -1.877 0.115
H 1.260 -1.500 -0.309 0.054
H -0.004 -0.739 0.709 0.088
H 1.583 -0.043 0.422 0.068
H -1.020 1.954 -1.273 0.037
H -1.027 1.248 0.123 0.047
N -1.203 3.302 -3.748 0.182
C -2.099 4.247 -3.973 -0.751
N -1.560 5.412 -4.081 0.164
O -3.304 4.121 -3.739 -0.004
H -1.492 2.361 -3.520 0.076
H -0.241 3.599 -3.677 0.106
H -2.023 6.294 -3.912 0.129
H -0.551 5.389 -4.062 0.105
N -3.240 1.887 -1.158 0.187
C -3.693 1.648 0.060 -0.780
N -4.630 2.439 0.459 0.182
O -3.216 0.783 0.768 0.017
H -2.598 1.190 -1.506 0.045
H -3.850 2.439 -1.744 0.105
H -5.102 3.093 -0.149 0.121
H -5.106 2.091 1.279 0.115
```

Output
HOMO = -0.2763 hartree
strongest force on any atom = 5.130 eV/Å
frontier orbital gap = 0.287 hartree
SMILES string = CC1(C)CCCC(C)(C)N1O.CC1(C)CCCC(C)(C)N1O.CC1(C)CCCC(C)(C)N1O.CC1(C)CCCC(C)(C)N1O.COC[C@H](C)N.NC(N)=O.NC(N)=O
net charge = 0

---

Record 2
# C6H15I2N3O5PSV

A molecular structure, C6H15I2N3O5PSV (ωB97M-V/def2-TZVPD, the Open Molecules 2025 dataset).

The geometry in XYZ format:
```
34
Properties=species:S:1:pos:R:3:mulliken_spin:R:1
V -2.473 -0.716 1.040 2.068
O -3.889 2.431 1.547 0.003
S -2.736 1.805 1.044 0.015
O -1.624 2.550 0.535 -0.001
O -2.119 0.744 2.093 -0.030
O -3.097 0.665 0.001 0.020
O -3.496 -2.336 0.411 -0.001
H -3.430 -3.285 0.600 0.003
H -4.398 -2.199 -0.023 0.003
C 3.082 -0.189 0.686 0.001
N 2.181 1.055 0.795 -0.002
C 2.015 1.663 -0.621 -0.001
N 1.534 0.679 -1.525 -0.001
C 2.426 -0.477 -1.577 0.001
N 2.552 -1.108 -0.259 -0.001
C 1.327 -1.774 0.179 0.004
P -0.021 -0.517 0.349 -0.089
C 0.854 0.717 1.404 0.006
C 0.140 0.319 -1.297 0.006
H 3.154 -0.622 1.683 0.000
H 4.058 0.173 0.366 0.000
H 2.642 1.748 1.390 0.000
H 3.006 2.011 -0.909 0.000
H 1.326 2.502 -0.528 0.000
H 3.412 -0.153 -1.907 0.000
H 2.043 -1.202 -2.292 0.000
H 1.502 -2.280 1.130 -0.001
H 1.040 -2.532 -0.550 -0.002
H 1.017 0.328 2.410 -0.001
H 0.248 1.620 1.469 -0.001
H -0.493 1.206 -1.310 -0.003
H -0.205 -0.360 -2.079 0.003
I -6.454 -1.756 -1.107 0.000
I -5.126 -0.708 -3.148 0.000
```

Output
HOMO (spin up / spin down) = -0.5357 / -0.5357 hartree
⟨S²⟩ = 2.015
strongest force on any atom = 0.667 eV/Å
frontier orbital gap (spin up / spin down) = 0.238 / 0.264 hartree
spin multiplicity = 3
net charge = +2

---

Record 3
# C29H44BrMnN3P2S

A molecular structure, C29H44BrMnN3P2S in a non-equilibrium geometry (ωB97M-V/def2-TZVPD, the Open Molecules 2025 dataset).

The geometry in XYZ format:
```
81
Properties=species:S:1:pos:R:3:mulliken_spin:R:1
C 0.865 -7.173 4.629 0.021
C 0.553 -7.253 3.224 -0.014
C 0.553 -8.526 2.618 0.020
C 0.961 -9.640 3.352 -0.007
N 1.282 -9.530 4.643 0.018
C 1.248 -8.358 5.279 -0.008
C 0.357 -6.200 2.316 0.154
C 0.417 -5.177 1.623 -0.087
C 1.585 -4.301 1.306 -0.014
C 1.228 -2.940 1.085 -0.073
C 1.993 -2.195 0.225 0.026
C 3.373 -2.541 0.118 0.017
C 3.783 -3.846 0.503 0.004
C 2.879 -4.786 1.050 0.076
Mn 0.071 -4.466 -0.185 4.710
P -3.002 -1.241 -0.579 0.024
H 0.282 -8.616 1.562 -0.001
H 0.829 -6.227 5.175 0.000
H 1.016 -10.615 2.837 0.000
H 1.536 -8.337 6.336 0.000
H 3.142 -5.829 1.325 0.002
H 0.440 -2.479 1.683 0.002
H 4.831 -4.136 0.372 0.001
H 1.555 -1.295 -0.227 0.025
C -3.266 0.262 -1.689 0.000
C -4.413 0.308 -2.707 0.001
H -2.294 0.410 -2.188 0.000
H -3.371 1.122 -1.007 0.000
H -4.300 1.222 -3.313 0.000
H -4.422 -0.545 -3.401 0.000
H -5.387 0.377 -2.201 0.000
C -4.127 -2.630 -1.067 -0.002
C -4.322 -3.643 0.079 0.000
H -3.681 -3.146 -1.922 0.001
H -5.084 -2.218 -1.400 0.000
H -4.570 -4.641 -0.317 0.001
H -3.406 -3.753 0.685 0.006
H -5.141 -3.342 0.754 -0.001
C -3.936 -0.623 0.880 0.003
C -5.420 -0.276 0.710 0.001
H -3.384 0.269 1.211 0.000
H -3.808 -1.388 1.660 -0.001
H -5.915 -0.187 1.689 0.000
H -5.557 0.695 0.215 0.000
H -5.985 -1.022 0.139 0.000
Br 4.589 -1.349 -0.497 0.006
P 0.001 -2.457 -2.264 0.064
C -1.484 -2.255 -3.408 0.019
C -1.685 -2.429 -4.911 0.008
H -1.782 -1.214 -3.199 -0.001
H -2.216 -2.905 -2.910 0.012
H -2.777 -2.539 -5.065 0.000
H -1.403 -1.520 -5.467 0.001
H -1.198 -3.306 -5.353 -0.001
C 1.241 -1.048 -2.895 0.021
C 2.237 -1.025 -4.047 0.004
H 1.843 -0.878 -1.996 -0.002
H 0.588 -0.162 -2.969 -0.001
H 2.677 -0.013 -4.095 0.002
H 3.081 -1.700 -3.864 0.000
H 1.816 -1.226 -5.039 -0.001
C 0.766 -4.056 -2.580 -0.037
C 0.573 -4.818 -3.882 0.013
H 0.378 -4.901 -1.853 0.005
H 1.835 -3.858 -2.408 -0.018
H 0.979 -5.816 -3.642 0.000
H -0.488 -4.966 -4.127 -0.002
H 1.128 -4.395 -4.726 0.000
C -0.822 3.719 1.295 0.000
N 0.504 3.120 1.204 0.000
C 1.676 3.773 1.529 0.000
C 2.698 2.889 1.343 0.000
N 2.114 1.717 0.883 0.000
C 0.740 1.828 0.800 0.000
S -0.441 0.706 0.407 0.003
H -1.177 4.038 0.305 0.000
H -1.532 2.994 1.710 0.000
H -0.743 4.594 1.956 0.000
H 1.659 4.804 1.871 0.000
H 3.757 2.996 1.513 0.000
H 2.625 0.873 0.634 -0.001
```

Output
HOMO (spin up / spin down) = -0.4360 / -0.4360 hartree
⟨S²⟩ = 8.777
strongest force on any atom = 3.102 eV/Å
frontier orbital gap (spin up / spin down) = 0.159 / 0.160 hartree
spin multiplicity = 6
net charge = +2

---

Record 4
# C7H16N3

A molecular structure, C7H16N3 in a non-equilibrium geometry (ωB97M-V/def2-TZVPD, the Open Molecules 2025 dataset).

The geometry in XYZ format:
```
26
Properties=species:S:1:pos:R:3:lowdin_charge:R:1
C 1.606 0.904 0.664 0.006
C 1.493 0.200 -1.492 -0.133
C -0.209 0.503 0.223 -0.233
C 0.146 -0.403 -0.935 -0.508
C -1.025 1.796 0.007 -0.015
C -0.960 -0.567 -2.024 0.012
C -0.258 -0.366 2.674 -0.020
N 2.200 0.697 -0.377 0.025
N 0.477 -1.670 -0.373 0.060
N -0.830 -0.466 1.336 0.035
H 1.894 1.533 1.569 0.140
H 2.154 -0.611 -1.885 0.145
H 1.417 0.955 -2.221 0.119
H -1.998 1.464 -0.297 0.066
H -0.436 2.418 -0.746 0.125
H -1.119 2.554 0.829 0.104
H -1.736 0.173 -2.083 0.068
H -1.462 -1.476 -1.856 0.059
H -0.512 -0.685 -3.090 0.132
H -0.517 0.520 3.195 0.096
H -0.564 -1.254 3.232 0.116
H 0.780 -0.311 2.691 0.061
H 0.277 -2.495 -0.964 0.135
H 1.486 -1.796 -0.305 0.114
H -1.825 -0.238 1.268 0.174
H -0.481 -1.380 0.959 0.116
```

Output
HOMO = -0.4780 hartree
strongest force on any atom = 4.438 eV/Å
frontier orbital gap = 0.381 hartree
net charge = +1

---

Record 5
# C6H12N2

2 unconnected molecules or ions with the total composition C6H12N2 in a non-equilibrium geometry (ωB97M-V/def2-TZVPD, the Open Molecules 2025 dataset).

The geometry in XYZ format:
```
20
Properties=species:S:1:pos:R:3:lowdin_charge:R:1
C -1.701 2.296 1.327 -0.047
C -1.410 1.075 0.509 -0.352
C -1.382 0.831 -0.824 -0.083
N -1.183 -0.520 -0.983 0.046
C -1.166 -1.047 0.268 -0.241
N -1.335 -0.144 1.180 0.093
H -2.755 2.537 1.158 0.077
H -1.135 3.166 0.985 0.070
H -1.427 2.150 2.362 0.070
H -1.435 1.505 -1.663 0.112
H -1.287 -0.965 -1.884 0.148
H -1.139 -2.114 0.411 0.120
C 2.243 -1.362 -1.073 -0.166
C 2.069 -0.884 0.371 -0.168
H 1.536 -0.859 -1.745 0.044
H 3.165 -0.990 -1.520 0.057
H 2.137 -2.439 -1.168 0.059
H 3.017 -0.471 0.716 0.059
H 1.830 -1.685 1.065 0.062
H 1.356 -0.077 0.508 0.041
```

Output
HOMO = -0.3183 hartree
strongest force on any atom = 1.378 eV/Å
frontier orbital gap = 0.350 hartree
SMILES string = Cc1c[nH]cn1.CC
net charge = 0

---

Record 6
# C5H12FN3P

A gas-phase ion, C5H12FN3P (charge +1) in a non-equilibrium geometry (ωB97M-V/def2-TZVPD, the Open Molecules 2025 dataset).

The geometry in XYZ format:
```
22
Properties=species:S:1:pos:R:3:lowdin_charge:R:1
C -1.634 1.384 0.393 -0.258
P -1.759 1.002 -1.444 0.984
C -0.437 2.113 -1.879 -0.429
F 0.670 1.987 -1.055 -0.162
C -1.076 -0.796 -1.519 -0.362
N 0.101 -0.886 -0.765 -0.022
C 0.113 -1.459 0.371 -0.066
C 1.460 -1.350 1.003 -0.270
N 2.110 -0.238 0.628 0.213
N 2.041 -2.032 1.962 0.244
H -2.321 2.167 0.533 0.018
H -2.101 0.682 1.051 0.041
H -0.666 1.783 0.584 0.022
H -0.843 3.112 -1.480 0.109
H 0.063 2.179 -2.966 0.145
H -0.866 -1.068 -2.583 0.110
H -1.856 -1.446 -1.150 0.072
H -0.613 -2.226 0.760 0.156
H 1.834 0.074 -0.259 0.074
H 3.053 -0.026 0.868 0.136
H 1.696 -2.927 2.330 0.166
H 2.849 -1.713 2.294 0.078
```

Output
HOMO = -0.4556 hartree
strongest force on any atom = 5.924 eV/Å
frontier orbital gap = 0.289 hartree
SMILES string = CP(CF)C/N=C/C(N)=[NH2+]
net charge = +1

---

Record 7
# C35H26Cl2CoN2O7PS

A molecular structure, C35H26Cl2CoN2O7PS in a non-equilibrium geometry (ωB97M-V/def2-TZVPD, the Open Molecules 2025 dataset).

The geometry in XYZ format:
```
75
Properties=species:S:1:pos:R:3:mulliken_spin:R:1
Co -0.341 -0.043 1.275 0.947
Cl 3.227 -3.393 7.008 0.000
C 2.310 -2.855 5.631 0.000
C 1.493 -3.778 4.961 0.000
C 0.759 -3.378 3.888 0.000
C 0.787 -2.036 3.375 0.003
O 0.103 -1.741 2.363 0.006
C 1.653 -1.125 4.085 -0.011
C 1.814 0.219 3.644 0.010
O 1.180 0.810 2.773 0.027
C 2.389 -1.561 5.205 0.001
H 1.449 -4.800 5.308 0.000
H 0.118 -4.071 3.367 0.000
H 2.619 0.782 4.165 0.003
H 3.017 -0.852 5.725 0.000
Cl 5.665 3.698 -0.459 0.000
C 4.358 2.565 -0.257 0.000
C 4.619 1.204 -0.443 0.000
C 3.604 0.300 -0.263 0.000
C 2.277 0.705 0.043 0.003
O 1.352 -0.167 0.129 -0.019
C 2.043 2.113 0.222 0.006
C 0.751 2.564 0.600 0.002
O -0.304 1.896 0.617 0.001
C 3.110 3.015 0.083 -0.002
H 5.609 0.872 -0.725 0.000
H 3.776 -0.758 -0.392 0.000
H 0.685 3.616 0.928 0.000
H 2.918 4.069 0.226 0.000
O -4.036 -2.627 0.365 0.003
S -3.366 -1.400 -0.017 0.002
O -4.158 -0.200 0.236 0.000
O -1.978 -1.319 0.487 0.014
C -3.277 -1.382 -1.811 0.000
C -4.348 -1.919 -2.496 0.000
C -4.436 -1.755 -3.868 0.000
C -3.442 -1.048 -4.532 0.000
C -2.375 -0.511 -3.834 0.000
C -2.289 -0.659 -2.450 0.002
P -0.872 0.009 -1.470 0.005
C -0.647 1.616 -2.308 0.000
C -1.775 2.427 -2.440 0.000
C -1.655 3.745 -2.832 0.000
C -0.402 4.291 -3.069 0.000
C 0.727 3.503 -2.919 0.000
C 0.608 2.178 -2.538 -0.001
C 0.378 -1.093 -2.236 -0.001
C 1.068 -0.820 -3.410 0.000
C 2.087 -1.659 -3.831 0.000
C 2.419 -2.779 -3.091 0.000
C 1.708 -3.075 -1.936 -0.001
C 0.693 -2.240 -1.511 0.002
H -5.094 -2.451 -1.925 0.000
H -5.275 -2.161 -4.417 0.000
H -3.502 -0.913 -5.603 0.000
H -1.605 0.035 -4.359 0.000
H -2.750 2.011 -2.219 0.000
H -2.540 4.354 -2.949 0.000
H -0.308 5.331 -3.350 0.000
H 1.710 3.920 -3.095 0.000
H 1.500 1.581 -2.412 0.000
H 0.838 0.062 -3.991 0.000
H 2.638 -1.423 -4.732 0.000
H 3.240 -3.413 -3.403 0.000
H 1.970 -3.944 -1.349 0.000
H 0.166 -2.420 -0.584 0.002
N -3.649 1.227 3.556 0.000
C -2.850 0.967 4.634 0.000
C -1.649 0.576 4.119 -0.001
N -1.716 0.592 2.759 0.000
C -2.922 0.991 2.446 -0.002
H -4.617 1.503 3.577 0.000
H -3.190 1.083 5.643 0.000
H -0.756 0.293 4.638 0.000
H -3.312 1.049 1.447 0.000
```

Output
HOMO (spin up / spin down) = -0.1800 / -0.1782 hartree
⟨S²⟩ = 0.756
strongest force on any atom = 2.080 eV/Å
frontier orbital gap (spin up / spin down) = 0.260 / 0.261 hartree
spin multiplicity = 2
net charge = -1

---

Look up the strongest force on any atom of the first one.
5.130 eV/Å